# 1
ORCA calculation (ωB97M-V with the def2-TZVPD basis set) on C36H38ClGaN7OP2 as an isolated structure.

Its spin multiplicity is 1. For the gap between HOMO and LUMO, the calculation gives 7.205 eV. The net charge is +1.

Each line ends with the Mulliken charge.
CARTESIAN COORDINATES (ANGSTROEM)
Ga1 0.11 -1.45 0.36  0.03
Cl1 -6.13 -4.84 1.59  -0.21
C1 -4.67 -3.92 1.59  0.01
C2 -4.64 -2.67 2.21  -0.81
C3 -3.48 -1.92 2.23  -0.52
C4 -2.31 -2.38 1.61  0.25
O1 -1.22 -1.64 1.67  -0.34
C5 -2.35 -3.65 0.99  0.13
C6 -1.17 -4.24 0.42  0.51
N1 -0.09 -3.57 0.21  0.30
C7 1.08 -4.18 -0.27  0.52
C8 1.17 -5.39 -0.91  -0.81
C9 2.43 -5.90 -1.30  -1.02
C10 3.57 -5.19 -1.05  -0.90
C11 3.50 -3.92 -0.42  0.83
C12 4.64 -3.13 -0.17  -0.75
C13 4.49 -1.90 0.41  -1.37
C14 3.20 -1.46 0.72  0.40
N2 2.11 -2.17 0.52  0.33
C15 2.25 -3.41 -0.05  0.50
C16 -3.53 -4.41 1.00  -1.04
H1 -5.53 -2.30 2.69  0.45
H2 -3.46 -0.96 2.73  0.42
H3 -1.21 -5.30 0.19  0.37
H4 0.29 -5.97 -1.13  0.45
H5 2.48 -6.85 -1.79  0.43
H6 4.54 -5.58 -1.34  0.43
H7 5.62 -3.51 -0.44  0.46
H8 5.33 -1.26 0.62  0.50
H9 3.06 -0.48 1.14  0.25
H10 -3.55 -5.39 0.54  0.46
C17 -1.19 0.87 2.93  -1.60
P1 0.18 0.94 1.73  1.13
C18 -0.41 2.44 0.82  -0.28
N3 0.02 3.61 1.20  0.00
C19 -0.56 4.71 0.64  0.10
C20 -0.11 6.00 1.01  -0.52
C21 -0.72 7.10 0.48  -0.63
C22 -1.79 6.96 -0.44  -0.54
C23 -2.23 5.73 -0.82  -0.37
C24 -1.61 4.57 -0.29  0.03
N4 -2.02 3.34 -0.71  -0.35
C25 -1.43 2.30 -0.19  0.02
P2 -1.74 0.62 -0.84  0.84
C26 -3.40 0.80 -1.57  -1.56
C27 -0.54 0.71 -2.31  2.37
C28 -1.21 1.31 -3.55  -2.20
C29 0.71 1.55 -1.98  -1.90
C30 0.22 -1.24 -3.89  -1.61
C31 1.64 1.48 2.74  1.84
C32 1.36 2.56 3.79  -1.71
C33 2.73 2.00 1.79  -1.88
C34 2.07 0.22 3.53  -1.66
H11 -1.26 1.82 3.44  0.69
H12 -1.05 0.05 3.63  0.43
H13 -2.11 0.69 2.38  0.13
H14 0.70 6.08 1.72  0.46
H15 -0.39 8.09 0.76  0.41
H16 -2.26 7.85 -0.84  0.40
H17 -3.04 5.60 -1.53  0.48
H18 -3.52 1.72 -2.14  0.44
H19 -4.12 0.79 -0.75  0.43
H20 -3.61 -0.07 -2.20  0.40
H21 -1.61 2.29 -3.30  0.41
H22 -2.03 0.70 -3.93  0.39
H23 -0.48 1.45 -4.35  0.62
H24 0.46 2.61 -1.91  0.41
H25 1.42 1.44 -2.80  0.69
H26 1.20 1.23 -1.06  0.22
H27 -0.68 -1.11 -4.49  0.43
H28 0.44 -2.30 -3.83  0.38
H29 2.24 -0.81 -4.33  0.28
H30 1.07 3.51 3.33  0.19
H31 2.28 2.72 4.36  0.55
H32 0.59 2.26 4.50  0.39
H33 2.48 3.00 1.46  0.28
H34 2.86 1.39 0.89  0.34
H35 3.69 2.04 2.32  0.50
H36 1.42 0.08 4.39  0.42
H37 3.09 0.34 3.90  0.45
H38 2.03 -0.71 2.95  0.29
N5 0.95 0.39 -6.85  -0.51
C35 1.14 -0.05 -5.80  0.41
N6 1.30 -0.51 -4.55  -0.16
C36 -0.01 -0.73 -2.47  0.42
N7 0.33 -1.47 -1.52  -0.50

---

# 2
ORCA calculation (ωB97M-V with the def2-TZVPD basis set) on one molecule with the formula C3H2O3 at a distorted geometry.

Its spin multiplicity is 1. For the gap between HOMO and LUMO, the calculation gives 10.395 eV.

Each line ends with the Mulliken charge.
CARTESIAN COORDINATES (ANGSTROEM)
O1 -1.47 1.56 1.18  -0.45
C1 -0.73 0.78 0.67  0.65
O2 0.54 0.44 1.17  -0.14
C2 1.11 -0.57 0.50  -0.42
C3 0.25 -0.67 -0.67  0.05
O3 -0.93 0.07 -0.46  -0.31
H1 1.13 -0.07 -1.07  0.21
H2 0.10 -1.53 -1.32  0.41

---

For reference, ΔE to the lowest compared entry with this formula, charge and spin by record: 16.0; 259.5 kJ/mol.